# 1
ORCA calculation (ωB97M-V with the def2-TZVPD basis set) on C3H4O4Pt as an isolated structure.

Its relative energy (zero: lowest compared OMol25 entry of this formula, charge and spin) is 0.00 kcal/mol. The value obtained for the HOMO-LUMO gap (spin up / spin down) is 5.134 / 6.809 eV. The value obtained for the max |F| is 6.55 eV/Å. As for the expectation value of S²: 3.759. Its total charge is -1. The total energy is -536.841968 a.u. For the HOMO energy (spin up / spin down), the calculation gives -0.0810 / -0.1448 Ha. As for the spin multiplicity: 4.

Each line ends with the Mulliken charge.
Cartesian coordinates (Å):
C1 -1.760 0.098 -0.240  -0.619
C2 -0.399 -0.417 -0.266  0.087
O1 0.535 0.498 -0.795  -0.301
C3 1.866 0.178 -0.714  0.536
O2 2.637 0.997 -1.205  -0.668
O3 2.170 -0.874 -0.076  -0.356
O4 -2.697 -0.849 0.028  -0.444
Pt1 1.662 -2.265 0.957  -0.278
H1 -1.928 1.081 0.211  0.202
H2 -0.363 -1.374 -0.811  0.350
H3 -3.506 -0.445 0.358  0.337
H4 -0.104 -0.554 0.943  0.154



# 2
ORCA calculation (ωB97M-V with the def2-TZVPD basis set) on C3H4O4Tl as an isolated structure.

Its relative energy (zero: lowest compared OMol25 entry of this formula, charge and spin) is 96.10 kcal/mol. The value obtained for the HOMO-LUMO gap is 8.816 eV. The value obtained for the max |F| is 4.94 eV/Å. Its total charge is +1. The total energy is -589.732967 a.u. For the HOMO energy, the calculation gives -0.5035 Ha.

Each line ends with the Mulliken charge.
Cartesian coordinates (Å):
O1 1.014 -1.045 -0.652  -0.285
C1 0.740 -1.131 0.647  0.990
C2 0.678 0.260 -1.113  -0.532
O2 -0.063 -1.909 1.132  -0.554
O3 0.883 0.102 1.138  -0.290
C3 0.509 1.044 0.124  0.314
Tl1 -2.067 -2.020 1.920  0.742
H1 1.399 0.613 -1.850  0.329
H2 0.992 2.009 0.272  0.357
H3 -0.752 0.289 -1.254  0.329
O4 -1.284 1.028 0.075  -0.749
H4 -2.048 0.760 -0.439  0.348



# 3
ORCA calculation (ωB97M-V with the def2-TZVPD basis set) on C3H4O4Y as an isolated structure.

Its relative energy (zero: lowest compared OMol25 entry of this formula, charge and spin) is 86.57 kcal/mol. The value obtained for the HOMO-LUMO gap (spin up / spin down) is 3.709 / 3.708 eV. The value obtained for the max |F| is 3.79 eV/Å. Its total charge is +1. The total energy is -455.567222 a.u. For the HOMO energy (spin up / spin down), the calculation gives -0.4087 / -0.4087 Ha.

Each line ends with the Mulliken charge.
Cartesian coordinates (Å):
O1 0.685 -0.300 1.446  -0.292
C1 1.885 0.299 1.114  0.627
C2 -0.183 -0.722 0.388  -0.618
O2 2.880 -0.221 1.647  -0.573
O3 1.819 1.293 0.356  -0.631
C3 -0.754 0.433 -0.377  -0.176
H1 -0.975 -1.304 0.881  0.305
H2 0.374 -1.386 -0.286  0.330
H3 -1.464 1.006 0.237  0.396
O4 -1.593 -0.080 -1.610  -0.573
H4 -2.474 -0.388 -1.379  0.364
Y1 -0.199 1.370 -2.416  1.842



# 4
ORCA calculation (ωB97M-V with the def2-TZVPD basis set) on C3H4O6S2 as an isolated structure.

Its relative energy (zero: lowest compared OMol25 entry of this formula, charge and spin) is 30.36 kcal/mol. The value obtained for the HOMO-LUMO gap is 9.747 eV. The value obtained for the max |F| is 3.99 eV/Å. Its total charge is 0. The total energy is -1364.405966 a.u. For the HOMO energy, the calculation gives -0.3599 Ha.

Each line ends with the Mulliken charge.
Cartesian coordinates (Å):
C1 0.710 1.259 -0.144  0.488
C2 -0.664 1.204 -0.024  0.080
C3 -0.021 -1.337 0.344  -0.722
O1 1.567 -0.773 -1.759  -0.547
O2 2.503 -0.436 0.548  -0.655
O3 -1.660 -0.748 -1.677  -0.544
O4 -2.577 -0.406 0.466  -0.649
O5 1.603 2.150 0.197  -0.491
O6 -1.523 2.218 0.063  -0.502
S1 1.388 -0.387 -0.404  1.006
S2 -1.381 -0.429 -0.317  0.964
H1 0.089 -2.468 0.092  0.373
H2 0.144 -1.202 1.344  0.456
H3 2.527 2.069 0.089  0.376
H4 -2.420 2.076 -0.233  0.367



# 5
ORCA calculation (ωB97M-V with the def2-TZVPD basis set) on one molecule with the formula C3H4OS.

Its relative energy (zero: lowest compared OMol25 entry of this formula, charge and spin) is 26.63 kcal/mol. The value obtained for the HOMO-LUMO gap (spin up / spin down) is 8.173 / 8.172 eV. The value obtained for the max |F| is 3.92 eV/Å. Its total charge is 0. The total energy is -590.082214 a.u. For the HOMO energy (spin up / spin down), the calculation gives -0.3340 / -0.3340 Ha.

Each line ends with the Mulliken charge.
Cartesian coordinates (Å):
C1 0.169 0.820 0.171  -1.016
C2 -0.775 -0.383 0.166  0.356
S1 -2.414 -0.135 0.218  -0.202
C3 -0.259 -1.850 -0.007  -0.088
O1 0.473 -2.083 -0.898  -0.375
H1 0.963 0.627 0.960  0.270
H2 -0.270 1.732 0.372  0.394
H3 0.586 0.895 -0.786  0.291
H4 -0.749 -2.726 0.474  0.368



# 6
ORCA calculation (ωB97M-V with the def2-TZVPD basis set) on one molecule with the formula C3H4OS.

Its relative energy (zero: lowest compared OMol25 entry of this formula, charge and spin) is 57.07 kcal/mol. The value obtained for the HOMO-LUMO gap is 8.776 eV. The value obtained for the max |F| is 3.60 eV/Å. Its total charge is 0. The total energy is -590.033699 a.u. For the HOMO energy, the calculation gives -0.3357 Ha.

Each line ends with the Mulliken charge.
Cartesian coordinates (Å):
C1 0.268 -0.052 -0.257  -0.013
C2 -0.710 -0.064 -1.375  -0.233
C3 -0.029 0.316 0.992  -0.585
O1 -2.718 1.253 -2.072  -0.552
S1 -1.748 1.116 -1.000  0.336
H1 1.359 0.184 -0.681  0.220
H2 -0.554 -0.757 -2.223  0.360
H3 -1.083 0.169 1.315  0.250
H4 0.838 0.591 1.703  0.216



# 7
ORCA calculation (ωB97M-V with the def2-TZVPD basis set) on C3H4OS as an isolated structure.

Its relative energy (zero: lowest compared OMol25 entry of this formula, charge and spin) is 39.79 kcal/mol. The value obtained for the HOMO-LUMO gap is 8.567 eV. The value obtained for the max |F| is 3.93 eV/Å. Its total charge is 0. The total energy is -590.061238 a.u. For the HOMO energy, the calculation gives -0.3152 Ha.

Each line ends with the Mulliken charge.
Cartesian coordinates (Å):
C1 1.838 -0.467 0.622  -0.263
C2 0.581 -0.664 0.006  0.733
C3 -0.545 0.189 -0.379  -0.998
O1 0.927 -1.792 -0.312  -0.428
S1 2.916 0.485 -0.168  -0.268
H1 2.118 -1.076 1.472  0.312
H2 -0.835 0.824 0.455  0.318
H3 -1.385 -0.405 -0.731  0.318
H4 -0.205 0.834 -1.191  0.276



# 8
ORCA calculation (ωB97M-V with the def2-TZVPD basis set) on one molecule with the formula C3H4OS.

Its relative energy (zero: lowest compared OMol25 entry of this formula, charge and spin) is 134.99 kcal/mol. The value obtained for the HOMO-LUMO gap (spin up / spin down) is 7.624 / 7.569 eV. The value obtained for the max |F| is 4.68 eV/Å. Its total charge is 0. The total energy is -589.909540 a.u. For the HOMO energy (spin up / spin down), the calculation gives -0.3457 / -0.3436 Ha.

Each line ends with the Mulliken charge.
Cartesian coordinates (Å):
C1 -1.335 1.778 -0.379  -0.404
C2 -1.244 0.265 0.277  0.247
C3 0.005 -0.638 0.284  -0.816
O1 -3.905 0.312 0.209  -0.471
S1 -2.718 -0.502 0.016  0.386
H1 -2.395 1.956 -0.204  0.264
H2 0.137 -1.148 1.301  0.241
H3 0.981 -0.193 0.169  0.316
H4 -0.292 -1.238 -0.670  0.237



Q: The lowest total charge belongs to which entry?
A: C3H4O4Pt



Q: Which of these has the highest max |F|?
A: C3H4O4Pt